Record 1
Formula: C34H86N8O13S5
Source: the Open Molecules 2025 dataset
Level of theory: ωB97M-V with the def2-TZVPD basis set

Cartesian coordinates (Å):
C  -6.514156  -1.707991  -2.458065
C  -5.560984  -1.937755  -1.298636
O  -5.939882  -1.874101  -0.103214
N  -4.237837  -2.102324  -1.636418
C  -3.659090  -2.148285  -2.953197
H  -6.131306  -0.866934  -3.044359
H  -7.498651  -1.493908  -2.080735
H  -6.532917  -2.573493  -3.124686
H  -3.603443  -2.193637  -0.864440
H  -3.344112  -1.182563  -3.349902
H  -4.327314  -2.664235  -3.644387
H  -2.776605  -2.794206  -2.904003
C  -4.435840  -2.600241  2.533319
C  -4.211703  -1.345658  3.332247
O  -3.298103  -0.568877  3.062042
N  -5.083791  -1.130364  4.333434
C  -4.992845  -0.035231  5.252268
H  -3.885732  -3.389788  3.061612
H  -3.986598  -2.461974  1.573313
H  -5.488771  -2.852774  2.528869
H  -5.928124  -1.664256  4.363508
H  -4.366054  0.752306  4.820416
H  -4.518516  -0.330076  6.190790
H  -5.961533  0.413423  5.447735
C  4.639193  1.544944  -2.200488
C  5.411396  1.399224  -3.499527
O  6.575507  1.790285  -3.615339
N  4.754523  0.767837  -4.533708
C  3.457901  0.087988  -4.528808
H  4.239308  0.569073  -1.924770
H  3.839753  2.287419  -2.308533
H  5.301515  1.922287  -1.433457
H  5.297027  0.644803  -5.372477
H  2.833866  0.471241  -5.332141
H  2.946255  0.269309  -3.584851
H  3.566199  -0.995265  -4.628717
C  -1.905316  2.592596  -2.579101
C  -2.845876  2.451023  -1.429181
O  -3.264488  3.418865  -0.892456
N  -3.068661  1.189021  -0.993559
C  -3.810468  0.896057  0.199451
H  -0.891728  2.457729  -2.173119
H  -2.089988  3.507013  -3.111635
H  -1.930013  1.714859  -3.250894
H  -2.726799  0.441131  -1.568292
H  -3.171798  0.528566  1.010882
H  -4.512007  0.077391  0.000133
H  -4.352698  1.749194  0.578920
C  3.162927  -3.505906  -5.893024
C  1.864088  -2.781562  -5.605250
O  1.429047  -1.955738  -6.377244
N  1.183368  -3.185701  -4.490068
C  0.029759  -2.445702  -3.954647
H  2.974876  -4.348105  -6.567481
H  3.608142  -3.942684  -4.995017
H  3.844122  -2.836742  -6.404290
H  1.488181  -3.995701  -3.993436
H  -0.892530  -2.747824  -4.448385
H  0.228952  -1.386353  -4.072895
H  -0.053407  -2.628504  -2.887916
C  1.244945  0.758444  -1.093033
C  0.243648  -0.284910  -0.704886
O  -0.685755  -0.545474  -1.455722
N  0.398088  -0.840585  0.513921
C  -0.470586  -1.876488  1.001413
H  1.263611  0.902810  -2.180124
H  2.286308  0.420397  -0.944583
H  1.102026  1.745192  -0.664162
H  1.211308  -0.561899  1.078849
H  0.086369  -2.815147  1.053103
H  -1.315564  -2.069823  0.353888
H  -0.867781  -1.677109  2.001166
C  2.656422  2.892675  2.234160
C  2.806423  1.477307  2.779229
O  2.362095  0.491569  2.140050
N  3.509857  1.339326  3.939703
C  3.710717  0.062017  4.598626
H  3.198718  2.943595  1.291206
H  3.133920  3.635471  2.890037
H  1.609982  3.176195  2.137651
H  3.500304  2.172654  4.509340
H  3.867958  -0.706906  3.854206
H  2.830733  -0.242310  5.186397
H  4.513410  0.158454  5.320539
C  0.282477  7.708573  -0.688983
C  0.369848  6.863125  -1.893914
O  -0.120032  7.236670  -3.016126
N  1.018289  5.676241  -1.733408
C  1.519891  5.036678  -0.516298
H  0.625478  7.208575  0.231961
H  -0.705496  8.116428  -0.508255
H  0.966094  8.572439  -0.726102
H  1.007673  5.094515  -2.552976
H  0.764465  5.021243  0.265987
H  2.487186  5.463942  -0.224696
H  1.765821  4.004351  -0.774983
C  -1.577816  -1.851121  6.761838
S  0.088397  -1.333910  6.314583
O  0.994675  -2.442491  6.669747
C  -0.169936  -1.406905  4.548700
H  -2.205468  -2.137275  5.924847
H  -2.065118  -1.024484  7.298271
H  -1.462892  -2.624764  7.521570
H  0.743563  -1.081491  4.048502
H  -1.006737  -0.755638  4.305881
H  -0.308801  -2.445876  4.245411
C  -2.674967  3.357923  2.704045
S  -1.141114  2.977516  1.868624
O  -0.160305  3.886177  2.548739
C  -0.850035  1.409052  2.652395
H  -3.374324  2.525946  2.593650
H  -3.022060  4.307841  2.326823
H  -2.444822  3.410570  3.771430
H  -1.478379  0.618609  2.260789
H  -1.033255  1.603166  3.713811
H  0.191430  1.106071  2.568838
C  3.989872  -2.494602  1.228063
S  3.774431  -4.107801  0.465397
O  2.669827  -4.807334  1.148594
C  5.306325  -4.789868  1.093933
H  3.031650  -1.982911  1.218600
H  4.727423  -1.990314  0.606089
H  4.301075  -2.600292  2.267460
H  5.306356  -5.869688  1.012070
H  5.396750  -4.502046  2.145583
H  6.158866  -4.377775  0.552907
C  -2.592993  -6.664062  2.222750
S  -1.292648  -5.931617  1.232870
O  -1.971510  -4.928364  0.383021
C  -0.486225  -5.034482  2.560316
H  -2.212652  -7.404066  2.925797
H  -3.248354  -7.165031  1.506140
H  -3.183651  -5.906556  2.731881
H  0.388133  -4.546417  2.138870
H  -0.169657  -5.783451  3.288623
H  -1.127041  -4.284009  3.018783
C  3.487603  4.334790  -4.744854
S  2.023926  3.310098  -4.667552
O  1.671601  3.151308  -3.231465
C  0.854872  4.516101  -5.255998
H  4.366290  3.715250  -4.603004
H  3.393775  5.091880  -3.961241
H  3.540762  4.861568  -5.697560
H  1.100198  4.861006  -6.261360
H  0.818883  5.365255  -4.569166
H  -0.120964  4.037090  -5.283366

Cartesian forces (eV/Å) of the 6 atoms listed first:
C 0.776 -0.193 -0.009
C -0.042 0.540 1.463
O 0.835 -0.335 -2.292
N -1.075 0.171 0.604
C 0.262 -0.870 -0.252
H -0.178 -0.012 0.020

Values from the calculation:
charge = 0
calculated total energy = -4754.16971 hartree
energy above the lowest of the compared OMol25 structures with the same formula, charge and spin = 1.57 kcal per mole

Atom charges from the Löwdin analysis, given in e for atoms 1 to 99: -0.002 -0.496 -0.013 0.022 -0.082 0.089 0.077 0.080 0.117 0.084 0.083 0.078 0.018 -0.523 -0.002 0.014 -0.069 0.080 0.057 0.082 0.132 0.081 0.074 0.086 -0.004 -0.539 0.016 0.022 -0.070 0.065 0.065 0.083 0.135 0.069 0.058 0.071 0.008 -0.614 0.056 0.032 -0.059 0.071 0.080 0.084 0.084 0.048 0.064 0.083 -0.016 -0.589 0.044 0.013 -0.060 0.086 0.074 0.077 0.120 0.077 0.080 0.071 0.002 -0.524 0.007 0.039 -0.053 0.058 0.071 0.072 0.081 0.064 0.073 0.058 0.010 -0.470 -0.038 0.018 -0.050 0.083 0.088 0.028 0.135 0.069 0.072 0.086 -0.013 -0.500 -0.033 0.028 -0.072 0.070 0.088 0.096 0.066 0.067 0.092 0.056 -0.253 0.801 -0.549

Record 2
Formula: C34H91BNO12
Source: the Open Molecules 2025 dataset
Level of theory: ωB97M-V with the def2-TZVPD basis set

Cartesian coordinates (Å):
O  -6.344491  4.073653  0.053177
B  -6.315580  2.603183  0.189858
O  -7.629642  1.902690  0.353370
C  -4.981605  1.641353  0.131809
C  -3.908771  2.019604  1.349566
C  -2.819984  2.897432  0.432815
N  -2.748434  1.974313  -0.801637
C  -4.214036  1.980780  -1.285536
H  -6.385985  4.247558  -0.934488
H  -7.527007  1.065107  -0.222441
H  -5.211794  0.513174  0.394546
H  -4.500669  2.686726  2.107169
H  -3.461348  1.054650  1.845689
H  -3.437233  3.895182  0.214819
H  -1.822509  3.159389  0.985609
H  -2.259677  2.494641  -1.570341
H  -2.380050  1.003417  -0.567828
H  -4.277835  1.228187  -2.179300
H  -4.541407  3.069656  -1.597129
C  1.659736  -0.098516  -1.053555
C  0.457799  -0.243106  -0.133958
C  0.761156  -1.168863  1.033253
O  -0.643685  -0.762375  -0.874634
H  1.945111  -1.066434  -1.480748
H  1.423006  0.560661  -1.895697
H  2.519955  0.313874  -0.517061
H  0.163115  0.741808  0.244295
H  1.014625  -2.174747  0.680126
H  -0.116691  -1.273238  1.679915
H  1.594371  -0.788631  1.632451
H  -0.391135  -1.636924  -1.214366
C  7.144416  -0.447617  -1.593849
C  5.942479  -0.592210  -0.674251
C  6.245836  -1.517966  0.492959
O  4.840995  -1.111477  -1.414927
H  7.429791  -1.415537  -2.021040
H  6.907686  0.211558  -2.435991
H  8.004635  -0.035229  -1.057354
H  5.647795  0.392705  -0.295998
H  6.499305  -2.523851  0.139834
H  5.367989  -1.622341  1.139622
H  7.079052  -1.137734  1.092158
H  5.093546  -1.986027  -1.754659
C  -6.636273  2.072033  4.548454
C  -5.980548  2.516565  5.846005
C  -6.666123  3.745852  6.420698
O  -4.607210  2.811484  5.604195
H  -6.571521  2.857705  3.787319
H  -6.124815  1.193853  4.139836
H  -7.690469  1.822440  4.704145
H  -6.016838  1.700056  6.575366
H  -6.602424  4.590910  5.726026
H  -6.175939  4.061766  7.347844
H  -7.721215  3.546549  6.632648
H  -4.565196  3.535533  4.957648
C  1.406835  -0.446054  -5.744644
C  2.288841  -1.663685  -5.969727
C  1.749175  -2.881941  -5.237578
O  3.608299  -1.382491  -5.509874
H  1.363085  -0.184918  -4.681303
H  1.814057  0.426152  -6.267315
H  0.388160  -0.624830  -6.102707
H  2.354235  -1.877690  -7.042060
H  1.717585  -2.707259  -4.156266
H  2.400662  -3.747579  -5.398568
H  0.740789  -3.133911  -5.580410
H  3.560031  -1.191300  -4.558480
C  7.506516  -3.161201  4.274562
C  8.336667  -3.839499  3.196610
C  9.696194  -4.263619  3.728813
O  8.516268  -2.941868  2.104132
H  8.002659  -2.254662  4.639018
H  6.535584  -2.850292  3.874079
H  7.337014  -3.831774  5.122777
H  7.800630  -4.715730  2.816010
H  10.270038  -3.396222  4.073883
H  10.287404  -4.739259  2.938928
H  9.592484  -4.967321  4.560626
H  8.991524  -2.160714  2.432714
C  -2.629830  7.025300  2.171250
C  -1.461433  6.119226  1.817552
C  -0.161165  6.901750  1.725957
O  -1.718636  5.482904  0.568373
H  -2.774847  7.795093  1.404969
H  -3.561015  6.450741  2.221593
H  -2.469673  7.517871  3.135403
H  -1.364667  5.331594  2.572695
H  -0.218568  7.667134  0.943884
H  0.668871  6.238974  1.458652
H  0.073170  7.390603  2.676734
H  -1.806000  6.174655  -0.108298
C  3.066090  -5.468147  2.757378
C  4.096699  -4.497238  2.203840
C  5.154078  -5.219200  1.383990
O  4.724203  -3.808871  3.282680
H  3.536304  -6.202944  3.420530
H  2.318372  -4.936206  3.355471
H  2.554029  -6.002481  1.951062
H  3.597940  -3.746076  1.581774
H  5.698385  -5.945139  1.998390
H  5.895962  -4.509583  1.002239
H  4.704752  -5.746048  0.536404
H  5.169738  -4.467999  3.840430
C  -11.369248  0.095428  -0.758129
C  -11.696968  1.165783  0.270542
C  -12.068527  2.480419  -0.396620
O  -10.568417  1.368304  1.117219
H  -10.513228  0.392882  -1.374206
H  -11.091680  -0.841645  -0.263551
H  -12.223359  -0.095118  -1.415438
H  -12.524657  0.827182  0.903197
H  -11.237339  2.862508  -0.999846
H  -12.289888  3.244844  0.355932
H  -12.943652  2.361534  -1.043063
H  -9.828502  1.669175  0.564011
C  3.951961  2.520207  -3.805218
C  3.296384  3.101988  -5.047382
C  3.591551  4.586943  -5.186003
O  1.886611  2.905650  -4.973225
H  3.574020  3.005909  -2.898546
H  3.720807  1.453638  -3.711643
H  5.039187  2.641267  -3.839136
H  3.654879  2.570886  -5.935854
H  3.200821  5.145979  -4.328358
H  3.103273  4.994798  -6.077587
H  4.667948  4.770099  -5.261416
H  1.559461  3.373824  -4.187208
C  0.247358  -7.083812  -2.147952
C  0.674303  -5.624729  -2.143884
C  2.129068  -5.474081  -1.728676
O  -0.152339  -4.893354  -1.242076
H  0.340024  -7.522119  -1.147902
H  -0.805200  -7.176094  -2.436680
H  0.854295  -7.670821  -2.844311
H  0.529964  -5.196168  -3.141617
H  2.288507  -5.855243  -0.713765
H  2.418950  -4.417888  -1.718339
H  2.792544  -6.012718  -2.412440
H  -0.030668  -5.266930  -0.353440

Cartesian forces (eV/Å) of the 6 atoms listed first:
O 0.578 -3.088 -1.351
B -2.757 -0.204 0.281
O 3.432 0.193 -2.267
C 0.252 -0.517 0.616
C -0.175 0.920 -1.400
C -1.757 -0.022 2.883

Values from the calculation:
charge = +1
calculated total energy = -2332.25567 hartree

Atom charges from the Löwdin analysis, given in e for atoms 1 to 99: 0.061 -0.420 0.044 -0.158 -0.078 -0.105 0.032 -0.074 0.122 0.131 0.158 0.122 0.138 0.152 0.143 0.189 0.179 0.162 0.146 -0.056 -0.504 -0.051 -0.079 0.078 0.073 0.083 0.124 0.079 0.080 0.089 0.095 -0.056 -0.496 -0.060 -0.080 0.086 0.075 0.084 0.137 0.073 0.080 0.075 0.093 -0.066 -0.498 -0.062 -0.066 0.070 0.077 0.089 0.144 0.081 0.084 0.085 0.081 -0.061 -0.493 -0.070 -0.057 0.068 0.075 0.081 0.143 0.067 0.083 0.081 0.078 -0.064 -0.495 -0.061 -0.070 0.087 0.057 0.086 0.125 0.083 0.082 0.082 0.096 -0.055 -0.498 -0.056 -0.110 0.087 0.076 0.089 0.139 0.086 0.083 0.089 0.104 -0.058 -0.493 -0.049 -0.079 0.086 0.082 0.068 0.131

no.,molecular weight (g mol⁻¹)
1,975.4
2,716.9